Entry 1:
{
  "formula": "C24H56BrN2O15P4S2",
  "method": "the ωB97M-V functional and the def2-TZVPD basis",
  "charge": -1,
  "energy_ha": -6921.6914,
  "multiplicity": 1,
  "elements": ["C", "N", "C", "C", "O", "C", "N", "P", "S", "C", "S", "Br", "C", "O", "O", "H", "H", "H", "H", "H", "H", "H", "H", "H", "H", "H", "O", "P", "O", "C", "C", "O", "C", "C", "O", "C", "C", "H", "H", "H", "H", "H", "H", "H", "H", "H", "H", "H", "H", "H", "H", "H", "O", "P", "O", "C", "C", "O", "C", "C", "O", "C", "C", "H", "H", "H", "H", "H", "H", "H", "H", "H", "H", "H", "H", "H", "H", "H", "O", "P", "O", "C", "C", "O", "C", "C", "O", "C", "C", "H", "H", "H", "H", "H", "H", "H", "H", "H", "H", "H", "H", "H", "H", "H"],
  "xyz": [[1.68968, 1.07788, 1.37652], [0.39278, 1.74867, 1.87682], [0.77859, 2.32772, 3.21759], [-0.59252, 0.60677, 1.97934], [-0.32454, -0.33208, 2.92407], [-1.87177, 0.46310, 0.96432], [-3.16593, 1.05185, 1.43842], [-3.69905, 0.46907, 3.02759], [-5.40353, -0.52284, 2.79757], [-3.30676, 2.53110, 1.24178], [-3.18999, 3.09998, -0.57049], [-5.23152, 2.97062, 1.76729], [-2.37894, 3.47984, 2.20311], [-2.54995, 3.63172, 3.54534], [-1.28238, 4.30723, 1.62209], [1.48881, 0.14644, 0.69406], [2.42868, 1.86860, 0.88947], [2.24440, 0.70848, 2.36330], [1.73916, 3.00865, 3.01895], [-0.01502, 3.03484, 3.70634], [1.10532, 1.54866, 4.02675], [-2.05936, -0.71123, 0.84688], [-1.50323, 0.81734, -0.09647], [-3.99790, 1.50905, 3.99647], [-2.81342, -0.45913, 3.68330], [-3.68545, 4.41384, -0.64428], [-3.18836, 2.11775, -5.53417], [-4.47577, 2.11511, -6.39428], [-5.15230, 3.42943, -5.64185], [-4.51524, 4.68852, -5.73790], [-4.82259, 5.36289, -7.05738], [-5.25748, 0.94545, -5.50289], [-4.50443, 0.00135, -4.75089], [-4.28896, 0.49209, -3.32988], [-5.91427, 2.11216, -7.35533], [-5.84937, 2.50633, -8.71340], [-4.54882, 2.16046, -9.41244], [-3.43321, 4.59461, -5.59507], [-4.89888, 5.30787, -4.92202], [-4.33580, 4.83292, -7.88321], [-4.46549, 6.39344, -7.06492], [-5.90162, 5.36305, -7.25410], [-3.55795, -0.22656, -5.25188], [-5.07759, -0.93366, -4.72447], [-3.93422, 1.52626, -3.29123], [-3.56508, -0.14177, -2.80537], [-5.23210, 0.47172, -2.77568], [-6.05517, 3.57515, -8.78289], [-6.67124, 1.99880, -9.23049], [-3.68923, 2.62358, -8.91838], [-4.57185, 2.51128, -10.45029], [-4.38481, 1.07995, -9.41142], [0.56057, -4.67430, -3.95714], [0.59486, -4.26225, -2.46507], [-0.95420, -4.76093, -2.14408], [-1.27868, -6.13314, -2.25421], [-0.84191, -6.90337, -1.02693], [0.24004, -2.65796, -2.73724], [0.55316, -2.06210, -3.99057], [-0.62593, -2.15769, -4.94301], [0.63318, -3.80184, -0.79790], [1.41610, -4.54720, 0.11612], [2.68529, -5.13572, -0.46912], [-0.84285, -6.56972, -3.15945], [-2.36609, -6.20132, -2.35079], [0.25076, -6.96316, -0.97856], [-1.23201, -7.92180, -1.04232], [-1.18745, -6.40812, -0.11133], [1.45847, -2.50740, -4.41586], [0.78106, -1.00487, -3.80680], [-1.05192, -3.16446, -4.98538], [-0.33146, -1.86371, -5.95678], [-1.43363, -1.49790, -4.61229], [0.79619, -5.32638, 0.56128], [1.68819, -3.86581, 0.92980], [2.47052, -5.80720, -1.30606], [3.22416, -5.70827, 0.29413], [3.34142, -4.34555, -0.84261], [5.46597, 0.25690, 4.83707], [5.36952, 0.41298, 6.37446], [6.58282, -0.66904, 6.70373], [7.90076, -0.38575, 6.27576], [8.59025, 0.57960, 7.21541], [4.09700, -0.64532, 6.55998], [3.20372, -0.88148, 5.47822], [3.66025, -2.07074, 4.65132], [5.26176, 0.58738, 8.09227], [5.71034, 1.78268, 8.70382], [5.51912, 3.03314, 7.86746], [7.90766, 0.00144, 5.25103], [8.44911, -1.33217, 6.26998], [8.14122, 1.57596, 7.14138], [9.65030, 0.67209, 6.97593], [8.49239, 0.24864, 8.25652], [3.08794, 0.01987, 4.86754], [2.21691, -1.09906, 5.90520], [4.72196, -2.02031, 4.39235], [3.08109, -2.14457, 3.72396], [3.52746, -2.99786, 5.21690], [6.75581, 1.66370, 8.99086], [5.14451, 1.89391, 9.63543], [6.04533, 2.96331, 6.91054], [5.90417, 3.90876, 8.40204], [4.46049, 3.19380, 7.64868]],
  "lowdin_charge": [-0.110, -0.180, -0.134, -0.241, -0.078, -0.151, -0.367, 0.334, -0.020, -0.984, 0.640, 0.587, -0.508, -0.198, -0.272, 0.097, 0.103, 0.081, 0.110, 0.090, 0.077, 0.149, 0.132, -0.011, -0.010, -0.093, -0.234, 0.732, -0.227, -0.303, -0.086, -0.224, -0.304, -0.077, -0.199, -0.319, -0.096, 0.108, 0.122, 0.060, 0.076, 0.082, 0.088, 0.116, 0.048, 0.078, 0.083, 0.094, 0.120, 0.061, 0.085, 0.085, -0.249, 0.733, -0.228, -0.307, -0.084, -0.226, -0.301, -0.072, -0.192, -0.310, -0.094, 0.104, 0.120, 0.060, 0.076, 0.086, 0.101, 0.119, 0.072, 0.079, 0.064, 0.096, 0.123, 0.060, 0.087, 0.085, -0.240, 0.737, -0.232, -0.309, -0.086, -0.226, -0.297, -0.075, -0.197, -0.318, -0.092, 0.106, 0.118, 0.062, 0.076, 0.082, 0.088, 0.122, 0.068, 0.073, 0.073, 0.093, 0.122, 0.062, 0.086, 0.089]
}

Entry 2:
{
  "formula": "H80O40",
  "method": "the ωB97M-V functional and the def2-TZVPD basis",
  "e_above_lowest_kj_mol": 860.0,
  "energy_ha": -3057.4298,
  "multiplicity": 1,
  "elements": ["H", "H", "O", "H", "H", "O", "H", "H", "O", "H", "H", "O", "H", "H", "O", "H", "O", "H", "O", "H", "H", "O", "H", "H", "O", "H", "H", "O", "H", "H", "O", "H", "O", "H", "H", "O", "H", "H", "O", "H", "H", "O", "H", "H", "O", "H", "H", "O", "H", "H", "O", "H", "O", "H", "H", "O", "H", "O", "H", "H", "O", "H", "H", "O", "H", "H", "O", "H", "H", "O", "H", "H", "O", "H", "H", "O", "H", "H", "O", "H", "H", "O", "H", "H", "O", "H", "H", "O", "H", "O", "H", "H", "O", "H", "H", "H", "H", "H", "H", "O", "H", "H", "O", "H", "H", "O", "H", "H", "O", "H", "H", "O", "H", "H", "O", "H", "H", "O", "H", "H"],
  "xyz": [[-4.70742, 1.04782, -0.50365], [-5.23700, 0.50955, 0.98901], [-4.77712, 0.36277, 0.18197], [-4.03804, 4.71298, 1.31018], [-2.90993, 3.59795, 1.70875], [-3.11043, 4.49682, 1.50715], [-0.41756, -0.42291, 1.40679], [-0.36697, 0.24045, 2.66948], [-0.25249, -0.68500, 2.27667], [2.14740, -4.89952, 4.11848], [2.63934, -4.82186, 2.59887], [1.97556, -5.23545, 3.20959], [3.46431, -0.55240, -4.63912], [1.81494, -0.81114, -4.15863], [2.51847, -0.98929, -4.89997], [1.85450, 0.14124, 1.95496], [1.68747, 0.32109, 0.93075], [-5.29875, 1.53419, 3.17248], [-5.36211, 2.23158, 2.49394], [-1.04118, 5.36675, 1.77384], [-0.09325, 5.72665, 0.76288], [-0.10266, 5.20478, 1.58836], [-1.88899, -5.49280, -1.41754], [-0.55792, -6.04066, -2.26988], [-1.52189, -5.90361, -2.21666], [4.76066, -0.93503, -2.47011], [4.25989, 0.48088, -2.92375], [3.94549, -0.45758, -2.61813], [-1.87753, 1.89520, 2.67585], [-1.71344, 1.82045, 4.13611], [-1.79989, 1.14140, 3.34953], [-0.31407, -1.20649, -1.15908], [-1.16299, -0.74488, -1.27814], [-3.87134, -5.25319, -2.38851], [-3.94683, -4.85909, -0.81728], [-3.57188, -4.68393, -1.69353], [-0.41942, 1.71195, 0.06616], [-1.44510, 0.69227, -0.02829], [-1.04068, 1.25233, 0.65878], [-5.12019, 4.53765, -0.25651], [-4.92084, 3.08204, 0.17812], [-5.61427, 3.69927, -0.04584], [-3.46655, -1.72283, -3.86968], [-4.73340, -0.78769, -4.17022], [-3.79442, -0.94970, -4.30384], [-0.40279, -1.73583, -4.00541], [0.43386, -1.53321, -5.26821], [-0.06082, -1.04134, -4.58412], [-0.52588, 1.77161, -3.29802], [0.75299, 1.00315, -2.89870], [0.34965, 1.87685, -2.83199], [-2.74753, 0.51139, -4.35805], [-2.53323, 1.40140, -4.08439], [1.33016, -1.84131, 2.35687], [2.29899, -2.18711, 3.12091], [2.18845, -2.26323, 2.13462], [1.05900, 4.23462, -0.29398], [1.10502, 3.29250, -0.47186], [2.88170, 4.07352, 3.28553], [3.39976, 2.69850, 3.16086], [3.27815, 3.46945, 2.64320], [2.49506, -0.93911, -1.78495], [1.21010, -0.65640, -1.04662], [1.48863, -1.12808, -1.82009], [2.23414, 4.77788, -2.43775], [1.06092, 5.33201, -1.76942], [1.97838, 5.58581, -1.92067], [4.94594, 2.35979, -1.79113], [3.59602, 2.52946, -2.56798], [4.55993, 2.42653, -2.65716], [-3.80586, -1.75058, 0.21632], [-3.83582, -2.78303, -1.12164], [-3.30357, -2.22414, -0.58478], [-1.85368, -2.89260, 2.54384], [-1.61038, -1.41032, 3.00702], [-1.98185, -2.23549, 3.31288], [4.61121, -1.82762, -0.09027], [3.63450, -1.58148, 1.06152], [4.49076, -1.30142, 0.70080], [-0.94606, -2.76922, 6.27001], [-1.03611, -2.11478, 4.77589], [-0.49344, -2.50357, 5.47440], [2.55589, -3.12093, -3.59889], [2.38563, -4.32981, -4.50368], [2.58297, -4.08188, -3.62129], [3.31600, -3.67981, 0.40373], [2.59136, -2.98901, -0.90818], [3.33372, -3.35320, -0.47494], [1.34904, 2.04941, 2.13033], [0.81724, 2.40203, 2.83614], [0.01193, -3.31674, 1.80024], [-1.15009, -3.15576, 0.65021], [-0.81571, -3.61739, 1.46586], [-3.15823, 1.50707, -3.36377], [2.47409, 0.81175, 0.60212], [0.52319, 2.87059, 0.16295], [-4.71475, 1.84707, 1.77659], [-1.84007, -1.25879, -0.85780], [0.16553, 2.97874, 2.39434], [-2.86116, 2.33437, -0.86069], [-2.39112, 3.16319, -0.61903], [-2.38421, 1.76159, -1.53201], [2.22982, 0.22108, 4.00476], [1.74605, -0.51638, 4.31344], [1.56933, 0.84242, 3.77722], [-1.11555, 4.11796, -1.40586], [-1.72265, 4.57489, -1.97412], [-0.52585, 3.61284, -1.98082], [6.13851, 0.85161, -0.42673], [6.40572, 0.96878, 0.47704], [5.63949, -0.00667, -0.25958], [-4.22126, -4.75245, 2.79434], [-3.50709, -4.37911, 3.34397], [-3.49840, -5.09860, 2.25542], [1.86936, 3.68980, -4.11496], [2.80065, 3.52940, -4.36032], [1.41834, 2.81608, -3.98967], [3.54005, -2.26169, 4.32317], [4.32451, -1.74735, 4.15147], [3.29993, -2.26266, 5.22115]],
  "lowdin_charge": [0.041, 0.008, -0.036, 0.046, 0.004, -0.025, -0.010, 0.055, -0.092, 0.044, 0.038, -0.085, 0.106, 0.025, -0.179, 0.078, -0.104, 0.055, -0.087, 0.023, 0.055, -0.048, 0.010, 0.052, -0.094, 0.066, 0.091, -0.090, 0.046, 0.131, -0.102, 0.028, -0.034, 0.061, 0.076, -0.055, 0.028, 0.028, -0.068, 0.066, -0.041, -0.055, 0.041, 0.070, -0.019, 0.049, 0.055, -0.060, 0.063, 0.034, -0.067, -0.012, -0.043, 0.013, 0.025, -0.101, 0.012, -0.047, 0.051, -0.001, -0.036, 0.053, -0.008, -0.079, 0.021, -0.008, -0.071, 0.021, 0.036, -0.038, 0.130, -0.006, -0.085, 0.028, -0.030, -0.117, 0.011, -0.007, -0.076, 0.022, -0.026, -0.077, -0.003, 0.014, -0.039, 0.022, 0.002, -0.013, -0.006, -0.057, 0.015, 0.074, -0.029, 0.017, 0.081, -0.011, 0.046, -0.020, 0.038, -0.105, 0.015, 0.053, -0.002, 0.016, -0.019, -0.045, 0.073, 0.033, -0.071, 0.027, 0.022, -0.066, 0.031, 0.022, -0.078, 0.051, 0.024, -0.005, 0.075, 0.046]
}

Entry 3:
{
  "formula": "C31H28BiN5O2S3",
  "method": "the ωB97M-V functional and the def2-TZVPD basis",
  "e_above_lowest_kj_mol": 34.6,
  "charge": -2,
  "energy_ha": -3031.6441,
  "multiplicity": 1,
  "elements": ["Bi", "C", "N", "C", "C", "N", "C", "C", "C", "C", "C", "C", "C", "S", "C", "C", "C", "C", "C", "C", "S", "H", "H", "H", "H", "H", "H", "H", "H", "H", "H", "H", "H", "H", "H", "H", "H", "H", "H", "O", "C", "C", "C", "C", "C", "C", "C", "N", "N", "C", "O", "C", "C", "C", "C", "C", "C", "H", "H", "H", "H", "H", "H", "H", "H", "H", "H", "S", "C", "N"],
  "xyz": [[-0.75900, -0.19563, -0.25328], [2.81886, 0.88566, -0.86312], [1.89304, 1.73592, -0.12349], [1.56467, 2.96144, -0.81953], [1.37163, 2.78715, -2.31632], [0.20775, 2.01397, -2.69707], [-0.99734, 2.82899, -2.78342], [0.37045, 1.04185, -3.71901], [1.38863, 1.16744, -4.66943], [1.60095, 0.21625, -5.65651], [0.76116, -0.88494, -5.72701], [-0.27492, -1.00152, -4.81435], [-0.49977, -0.06302, -3.80129], [-1.89200, -0.31286, -2.74810], [2.15134, 1.84608, 1.27078], [2.35186, 3.09950, 1.85833], [2.61787, 3.25333, 3.21375], [2.68059, 2.12402, 4.01581], [2.43945, 0.88097, 3.45451], [2.15038, 0.68438, 2.09307], [1.70853, -0.91608, 1.54817], [3.70455, 1.45771, -1.19423], [2.32969, 0.44414, -1.73391], [3.13444, 0.06442, -0.22802], [2.36576, 3.71918, -0.72342], [0.66451, 3.38915, -0.36710], [2.26482, 2.33170, -2.73027], [1.31333, 3.80342, -2.74129], [-0.87264, 3.62721, -3.53571], [-1.21638, 3.29201, -1.82096], [-1.85362, 2.21594, -3.04635], [2.02963, 2.03922, -4.64990], [2.41094, 0.34632, -6.36508], [0.91156, -1.64910, -6.48109], [-0.93566, -1.85897, -4.84678], [2.30491, 3.99681, 1.25867], [2.77221, 4.24523, 3.62276], [2.88261, 2.21129, 5.07822], [2.43095, -0.00492, 4.07828], [0.40007, -1.80305, -1.33788], [0.18437, -3.06773, -1.44427], [0.85281, -3.78586, -2.47416], [0.64594, -5.12648, -2.67503], [-0.23066, -5.85170, -1.85231], [-0.86153, -5.18498, -0.82862], [-0.68227, -3.81064, -0.59850], [-1.31104, -3.27208, 0.58596], [-1.36515, -2.04978, 0.97247], [-1.89560, -1.85791, 2.23797], [-1.73170, -0.62918, 2.67895], [-1.18844, 0.34604, 2.09120], [-2.27171, -0.39267, 4.05899], [-3.29613, -1.17044, 4.58892], [-3.79075, -0.90425, 5.85761], [-3.26020, 0.13700, 6.60963], [-2.24089, 0.91776, 6.07952], [-1.75526, 0.65968, 4.80541], [1.52145, -3.21204, -3.10403], [1.17084, -5.63257, -3.47861], [-0.39706, -6.90965, -2.01020], [-1.52689, -5.72685, -0.16318], [-1.74555, -3.99220, 1.27996], [-3.69556, -1.97692, 3.98912], [-4.59535, -1.50803, 6.26188], [-3.64090, 0.33844, 7.60463], [-1.82551, 1.73413, 6.65853], [-0.96923, 1.26055, 4.36675], [-3.56094, 0.07552, 0.04076], [-3.60004, 1.71818, -0.30066], [-3.63287, 2.85410, -0.53713]],
  "lowdin_charge": [1.539, -0.104, -0.184, -0.200, -0.214, -0.167, -0.099, -0.269, -0.052, -0.125, -0.127, -0.144, -0.604, 0.464, -0.260, -0.057, -0.138, -0.141, -0.155, -0.648, 0.508, 0.091, 0.076, 0.024, 0.110, 0.127, 0.082, 0.119, 0.083, 0.066, 0.030, 0.095, 0.083, 0.086, 0.087, 0.080, 0.079, 0.082, 0.079, -0.338, -0.377, -0.020, -0.116, -0.137, -0.077, -0.144, -0.083, -0.185, 0.049, -0.573, -0.260, -0.130, -0.037, -0.109, -0.126, -0.099, -0.017, 0.109, 0.088, 0.078, 0.099, 0.122, 0.102, 0.087, 0.084, 0.091, 0.114, 0.418, -0.919, 0.008]
}

Entry 4:
{
  "formula": "C4H11N3O2",
  "method": "the ωB97M-V functional and the def2-TZVPD basis",
  "e_above_lowest_kj_mol": 226.8,
  "smiles": "CN=C(N)N.CC(=O)O",
  "energy_ha": -473.7164,
  "multiplicity": 1,
  "elements": ["C", "C", "O", "O", "H", "H", "H", "C", "C", "N", "N", "N", "H", "H", "H", "H", "H", "H", "H", "H"],
  "xyz": [[0.36015, -2.59312, -2.10344], [-0.06805, -2.12037, -0.58436], [-1.12956, -1.60691, -0.49415], [0.96668, -2.11977, 0.21511], [0.64322, -1.58706, -2.52363], [-0.50369, -3.10400, -2.61459], [1.11260, -3.22353, -2.24190], [1.36722, 1.35331, 0.06474], [-0.80121, 1.32824, 1.00214], [-1.90951, 0.55764, 1.33609], [0.20770, 0.62124, 0.49547], [-0.84554, 2.63244, 1.35026], [-1.94170, -0.21420, 0.68931], [-2.73777, 0.98965, 1.43144], [0.91536, -1.59309, 1.05302], [-0.06404, 3.17948, 0.84793], [-1.14275, 3.00560, 2.24311], [1.89133, 2.04257, 0.73058], [1.32288, 1.68570, -0.88715], [2.35667, 0.76619, -0.00997]],
  "lowdin_charge": [0.032, -0.570, 0.065, 0.094, 0.096, 0.089, -0.005, -0.187, -0.514, 0.139, -0.004, 0.120, 0.057, 0.036, 0.138, 0.127, 0.102, 0.065, 0.029, 0.093]
}

We obtain M values of 880.6 720.6 807.8 133.2 g mol⁻¹ for the records listed above, in that order.
We obtain frontier orbital gap values of 4.43 10.11 6.12 9.26 eV for the records listed above, in that order.
We obtain E_HOMO values of -0.1716 -0.3893 -0.0536 -0.3109 hartree for the records listed above, in that order.